(1)
Below is a cluster of 3 separate species, C2H10N2O2 in total in a non-equilibrium geometry, with properties calculated with ωB97M-V/def2-TZVPD.

ORCA input file:
```
! wB97M-V def2-TZVPD RIJCOSX def2/J DEFGRID3
* xyz 0 1
C 0.672 1.061 -2.459
N -2.444 1.377 -2.165
C -1.435 1.474 -1.178
N -0.215 1.294 -1.356
H 1.698 1.383 -2.328
H 0.819 -0.019 -2.610
H 0.115 1.349 -3.362
H -3.340 1.047 -1.826
H -2.061 1.262 -3.087
H -1.798 1.784 -0.203
H 1.938 -1.803 4.893
H 2.093 -2.643 6.040
O 2.378 -2.644 5.137
H 0.107 -0.860 0.357
H -0.067 -1.969 1.313
O 0.626 -1.564 0.787
*
```

Calculated values
- SMILES: C/N=C\N.O.O
- HOMO energy: -8.8 eV
- Frontier orbital gap: 9.572 eV

***

(2)
Below is a structure of composition C4H9ClN3 in a non-equilibrium geometry, with properties calculated with ωB97M-V/def2-TZVPD.

ORCA input file:
```
! wB97M-V def2-TZVPD RIJCOSX def2/J DEFGRID3
* xyz 1 1
C 0.860 1.099 0.000
C 1.118 0.624 -1.450
C 0.429 0.057 0.965
C -0.891 -0.563 0.631
N 1.303 2.202 0.252
N 0.874 -0.570 -1.692
N -0.616 -1.835 0.007
Cl 1.889 2.020 -2.333
H 1.311 -0.631 1.079
H 0.225 0.542 1.821
H -1.570 -0.573 1.552
H -1.379 0.092 -0.178
H 1.095 2.721 1.133
H 0.923 -1.055 -2.582
H 0.000 -2.503 0.546
H 0.181 -1.282 -0.853
H -1.286 -2.423 -0.603
*
```

Calculated values
- HOMO energy: -13.8 eV
- Frontier orbital gap: 9.532 eV

***

(3)
Below is a structure of composition C24H34IN2P2S2Ti, with properties calculated with ωB97M-V/def2-TZVPD.

ORCA input file:
```
! wB97M-V def2-TZVPD RIJCOSX def2/J DEFGRID3
* xyz 1 3
Ti 1.615 -0.489 -1.939
C -0.557 -3.254 -3.379
P 0.859 -2.179 -3.768
C 0.498 -1.574 -5.440
C 2.257 -3.345 -3.989
C 2.697 -3.898 -2.629
P 3.119 -2.533 -1.471
C 4.873 -2.193 -1.810
C 3.120 -3.308 0.169
H -0.683 -4.029 -4.136
H -1.457 -2.639 -3.339
H -0.435 -3.715 -2.399
H 0.307 -2.408 -6.117
H 1.339 -0.985 -5.805
H -0.381 -0.930 -5.407
H 3.066 -2.784 -4.465
H 1.971 -4.148 -4.672
H 3.544 -4.581 -2.725
H 1.884 -4.468 -2.170
H 5.476 -3.082 -1.622
H 5.214 -1.380 -1.169
H 4.995 -1.871 -2.844
H 3.754 -4.195 0.181
H 2.103 -3.581 0.451
H 3.488 -2.585 0.896
S 1.902 0.080 0.366
C 0.365 0.679 0.906
N 0.235 1.184 2.147
C -1.095 1.494 2.651
C -1.925 2.105 1.552
N -1.913 1.232 0.387
C -3.149 1.194 -0.391
C -4.245 0.472 0.356
C -5.488 1.063 0.531
C -6.498 0.390 1.208
C -6.264 -0.876 1.719
C -5.020 -1.472 1.550
C -4.015 -0.801 0.871
C -0.771 0.600 0.052
S -0.683 -0.301 -1.440
C 1.349 1.459 3.054
C 1.563 2.945 3.207
C 1.459 3.557 4.448
C 1.647 4.928 4.574
C 1.936 5.692 3.455
C 2.041 5.085 2.208
C 1.856 3.718 2.085
H -0.990 2.199 3.475
H -1.570 0.582 3.027
H -1.533 3.090 1.278
H -2.958 2.217 1.880
H -2.941 0.716 -1.344
H -3.450 2.224 -0.597
H -5.671 2.056 0.135
H -7.464 0.859 1.338
H -7.048 -1.399 2.249
H -4.836 -2.462 1.945
H -3.047 -1.270 0.734
H 2.238 0.972 2.664
H 1.116 1.006 4.020
H 1.234 2.960 5.325
H 1.566 5.397 5.545
H 2.082 6.760 3.551
H 2.274 5.678 1.334
H 1.948 3.244 1.114
I 3.094 0.896 -3.568
*
```

Calculated values
- <S²>: 2.016
- HOMO energy (spin up / spin down): -9.5 / -11.1 eV
- Frontier orbital gap (spin up / spin down): 6.410 / 7.638 eV

***

(4)
Below is a cluster of 2 separate species, C3H10NO in total in a non-equilibrium geometry, with properties calculated with ωB97M-V/def2-TZVPD.

ORCA input file:
```
! wB97M-V def2-TZVPD RIJCOSX def2/J DEFGRID3
* xyz 1 1
C 2.507 0.391 -0.151
C 1.111 0.013 0.185
C 0.272 -0.702 -0.561
N -1.101 -1.087 -0.174
H 2.808 -0.284 -0.940
H 2.544 1.479 -0.355
H 3.126 0.408 0.751
H 0.784 0.355 1.177
H 0.636 -1.040 -1.535
H -0.980 -1.672 0.665
H -1.635 -0.166 0.083
H -1.662 -1.531 -0.892
H -3.526 1.123 0.216
H -2.262 1.732 1.013
O -2.623 0.981 0.518
*
```

Calculated values
- HOMO energy: -14.2 eV
- Frontier orbital gap: 10.921 eV

***

(5)
Below is an isolated molecule of C5H9NO2 in a non-equilibrium geometry, with properties calculated with ωB97M-V/def2-TZVPD.

ORCA input file:
```
! wB97M-V def2-TZVPD RIJCOSX def2/J DEFGRID3
* xyz 0 1
O -1.965 0.197 -1.129
C -1.287 -0.316 -0.262
O -1.764 -0.287 0.995
C 0.236 -0.543 -0.557
C 1.090 -0.254 0.681
C 1.758 1.015 0.373
C 1.409 2.186 0.875
N 0.488 -1.912 -1.034
H -2.738 -0.331 0.996
H 0.204 0.189 -1.370
H 1.781 -1.091 0.866
H 0.486 -0.119 1.563
H 2.536 1.036 -0.400
H 0.924 2.600 1.743
H 1.863 3.043 0.410
H 0.224 -1.905 -2.013
H 1.415 -2.206 -0.791
*
```

Calculated values
- SMILES: C=CC[C@@H](N)C(=O)O
- HOMO energy: -9.3 eV
- Frontier orbital gap: 10.157 eV

***

(6)
Below is a cluster of 2 separate species, C3H3N3O2 in total in a non-equilibrium geometry, with properties calculated with ωB97M-V/def2-TZVPD.

ORCA input file:
```
! wB97M-V def2-TZVPD RIJCOSX def2/J DEFGRID3
* xyz 0 1
C 0.293 0.246 -0.085
C -1.862 -0.367 -0.142
C -1.089 0.900 -0.044
H 3.145 0.797 -0.380
H 0.930 -1.827 1.227
H -2.901 -0.371 -0.246
N 1.430 0.955 -0.081
N 0.171 -1.078 -0.209
N -1.099 -1.475 -0.032
O 2.473 0.182 -0.046
O -1.491 2.039 0.039
*
```

Calculated values
- HOMO energy: -9.3 eV
- Frontier orbital gap: 7.493 eV

***

(7)
Below is a cluster of 2 separate species, C5H7P in total in a non-equilibrium geometry, with properties calculated with ωB97M-V/def2-TZVPD.

ORCA input file:
```
! wB97M-V def2-TZVPD RIJCOSX def2/J DEFGRID3
* xyz 0 1
C 1.776 -0.837 0.717
C 1.640 0.442 1.027
C -1.439 -1.297 -0.922
C -1.542 2.286 -0.660
C -1.576 1.175 -0.156
P -1.680 -0.435 0.512
H 1.337 -1.669 1.080
H 2.187 -1.326 -0.157
H 1.287 0.603 2.027
H 1.922 1.228 0.359
H -1.181 -2.390 -1.013
H -1.618 -0.990 -1.874
H -1.113 3.212 -0.941
*
```

Calculated values
- SMILES: C#CP=C.C=C
- HOMO energy: -9.0 eV
- Frontier orbital gap: 8.599 eV

***

(8)
Below is an isolated molecule of C6H10O, with properties calculated with ωB97M-V/def2-TZVPD.

ORCA input file:
```
! wB97M-V def2-TZVPD RIJCOSX def2/J DEFGRID3
* xyz 0 1
C 1.610 -0.982 1.191
C 0.995 0.050 0.269
C 0.143 -0.625 -0.839
C -1.035 0.203 -0.337
C -1.872 0.877 -1.310
O -2.423 -0.029 -0.355
C -0.253 0.804 0.817
H 0.836 -1.692 1.510
H 2.373 -1.552 0.649
H 2.063 -0.539 2.082
H 1.748 0.740 -0.123
H 0.400 -0.321 -1.857
H 0.106 -1.717 -0.795
H -2.062 1.942 -1.215
H -1.848 0.469 -2.322
H -0.556 0.473 1.819
H -0.224 1.898 0.814
*
```

Calculated values
- SMILES: C[C@H]1C[C@]2(CO2)C1
- HOMO energy: -10.0 eV
- Frontier orbital gap: 11.051 eV

***

(9)
Below is a structure of composition C8H17O9Zr in a non-equilibrium geometry, with properties calculated with ωB97M-V/def2-TZVPD.

ORCA input file:
```
! wB97M-V def2-TZVPD RIJCOSX def2/J DEFGRID3
* xyz -3 1
Zr -0.164 -0.031 0.439
O 1.798 0.753 0.625
C 2.847 1.260 -0.153
C 3.697 2.056 0.836
O 2.898 2.520 1.902
H 2.432 1.957 -0.937
H 3.485 0.508 -0.557
H 4.309 2.924 0.412
H 4.322 1.280 1.237
O -5.235 -2.210 -0.694
C -4.058 -1.666 -1.102
C -2.853 -1.756 -0.177
O -1.742 -0.928 -0.375
H -4.021 -0.470 -1.278
H -3.762 -1.961 -2.157
H -2.474 -2.800 0.052
H -3.372 -1.539 0.821
O -0.926 1.476 1.655
C -1.416 2.714 1.022
C -0.560 2.727 -0.318
O -0.696 1.497 -0.948
H -1.228 3.766 1.394
H -2.490 2.633 0.762
H 0.510 2.979 -0.121
H -0.765 3.474 -1.112
C 0.593 -3.551 -0.689
C 1.113 -2.360 -1.689
O 1.169 -1.247 -1.100
O 1.516 -2.643 -2.825
H 0.718 -4.461 -1.269
H -0.390 -3.280 -0.317
H 1.415 -3.600 0.095
O 0.265 -1.252 2.126
H 1.071 -0.941 2.570
H 1.997 2.172 1.869
*
```

Calculated values
- HOMO energy: 2.5 eV
- Frontier orbital gap: 4.712 eV

***

(10)
Below is a structure of composition C22H13BrCl2N6O8V in a non-equilibrium geometry, with properties calculated with ωB97M-V/def2-TZVPD.

ORCA input file:
```
! wB97M-V def2-TZVPD RIJCOSX def2/J DEFGRID3
* xyz 0 2
V 0.207 0.173 -0.337
Cl -3.106 -3.367 0.662
C -3.340 -1.658 0.733
C -4.610 -1.153 1.071
C -4.840 0.191 1.143
Cl -6.420 0.774 1.565
C -3.803 1.112 0.861
C -3.925 2.518 0.854
C -2.850 3.291 0.510
C -1.636 2.674 0.169
N -1.488 1.370 0.192
C -2.543 0.581 0.533
C -2.270 -0.821 0.486
O -1.061 -1.206 0.162
H -5.409 -1.851 1.275
H -4.875 2.969 1.109
H -2.923 4.369 0.484
H -0.775 3.251 -0.146
C 3.583 3.612 2.281
C 2.715 2.411 2.524
C 2.753 1.689 3.710
C 1.953 0.576 3.858
C 1.135 0.199 2.804
Br 0.041 -1.310 3.058
N 1.085 0.859 1.651
C 1.865 1.948 1.538
H 3.878 4.079 3.219
H 3.068 4.356 1.674
H 4.492 3.323 1.750
H 3.407 1.997 4.517
H 1.951 -0.006 4.767
H 1.799 2.468 0.592
N -1.121 -0.226 -3.337
C -0.679 -0.093 -2.281
H -1.496 -0.355 -4.253
O 6.536 -0.051 -3.304
N 5.879 0.889 -3.705
O 6.218 1.642 -4.597
C 4.563 1.103 -3.098
C 4.125 0.233 -2.106
C 2.887 0.454 -1.566
C 2.060 1.536 -1.929
O 0.959 1.747 -1.264
C 2.546 2.356 -2.965
C 3.791 2.161 -3.531
N 1.740 3.472 -3.463
O 2.333 4.452 -3.872
O 0.532 3.340 -3.470
N 2.342 -0.420 -0.543
O 1.416 -1.266 -0.988
O 3.080 -0.718 0.431
H 4.739 -0.589 -1.769
H 4.152 2.829 -4.299
*
```

Calculated values
- <S²>: 0.789
- HOMO energy (spin up / spin down): -7.8 / -7.7 eV
- Frontier orbital gap (spin up / spin down): 6.960 / 6.829 eV

***

(11)
Below is an isolated molecule of C3H6NP3 in a non-equilibrium geometry, with properties calculated with ωB97M-V/def2-TZVPD.

ORCA input file:
```
! wB97M-V def2-TZVPD RIJCOSX def2/J DEFGRID3
* xyz 0 3
C -0.607 0.508 1.116
C 1.371 0.276 -0.201
C -0.701 -0.606 -0.940
N 0.029 0.051 -0.017
P -2.171 0.045 1.572
P 2.373 1.032 0.934
P -0.128 -1.663 -2.361
H -0.005 1.187 1.713
H 1.730 -0.089 -1.155
H -1.769 -0.592 -0.774
H -2.200 0.831 2.723
H 3.512 0.970 0.134
H -1.435 -1.949 -2.745
*
```

Calculated values
- <S²>: 2.030
- HOMO energy (spin up / spin down): -6.3 / -8.8 eV
- Frontier orbital gap (spin up / spin down): 5.661 / 6.485 eV

***

(12)
Below is a structure of composition CF3Pm in a non-equilibrium geometry, with properties calculated with ωB97M-V/def2-TZVPD.

ORCA input file:
```
! wB97M-V def2-TZVPD RIJCOSX def2/J DEFGRID3
* xyz 1 6
C -0.867 0.041 -0.076
F -1.405 0.701 0.896
F -1.816 -0.703 -0.549
Pm 1.781 -0.242 -0.907
F 1.239 0.652 1.099
*
```

Calculated values
- <S²>: 8.757
- HOMO energy (spin up / spin down): -12.4 / -15.3 eV
- Frontier orbital gap (spin up / spin down): 7.003 / 10.002 eV